1.
Density functional theory data (ωB97M-V with the def2-TZVPD basis set) for a structure of composition C33H29Br2CsN11O3S2.

```
! wB97M-V def2-TZVPD RIJCOSX def2/J DEFGRID3
* xyz -1 1
Cs 0.66 0.75 0.27
C 0.93 -1.36 -3.28
C 0.90 -1.85 -1.85
N -0.17 -2.19 -1.25
N -1.34 -2.05 -1.93
C -2.50 -2.61 -1.49
N -3.56 -2.30 -2.26
S -2.65 -3.63 -0.17
C 2.18 -1.92 -1.07
C 3.35 -1.36 -1.57
C 4.51 -1.43 -0.80
C 4.45 -2.03 0.44
C 3.23 -2.53 0.86
N 2.12 -2.48 0.14
H 0.71 -0.29 -3.33
H 0.18 -1.88 -3.88
H 1.90 -1.53 -3.73
H -1.40 -1.40 -2.70
H -3.47 -1.71 -3.08
H -4.44 -2.69 -2.00
H 3.37 -0.85 -2.52
H 5.42 -0.97 -1.15
H 5.31 -2.07 1.09
H 3.13 -2.99 1.84
C 1.51 2.61 -3.55
C 2.76 2.95 -2.78
C 3.64 3.94 -3.26
C 4.77 4.23 -2.55
C 5.05 3.54 -1.35
C 6.20 3.76 -0.56
Br 7.50 5.07 -1.07
C 6.41 3.04 0.58
C 5.49 2.08 0.99
Br 5.83 1.11 2.58
C 4.28 1.80 0.31
O 3.44 0.96 0.71
C 4.11 2.56 -0.94
N 2.99 2.30 -1.66
H 1.09 3.49 -4.03
H 0.76 2.17 -2.90
H 1.74 1.89 -4.34
H 3.42 4.46 -4.18
H 5.46 4.98 -2.90
H 7.30 3.20 1.18
O -1.34 1.44 -1.88
N -2.23 2.26 -2.22
C -2.95 1.96 -3.29
C -3.97 2.85 -3.72
N -4.81 3.56 -4.07
C -2.73 0.73 -3.97
N -2.50 -0.29 -4.46
C -0.51 4.01 0.39
C -1.55 3.72 1.44
N -2.82 3.67 0.94
O -1.31 3.58 2.63
H -0.61 5.02 0.00
H -0.69 3.32 -0.43
H 0.50 3.88 0.80
H -2.95 3.51 -0.04
H -3.54 3.32 1.56
S -3.26 -2.94 5.54
C -2.51 -1.87 4.33
C -1.94 -2.34 3.16
C -1.39 -1.41 2.29
N -1.33 -0.10 2.55
C -1.83 0.33 3.71
C -2.45 -0.51 4.62
C -4.21 -4.10 4.60
C -4.62 -3.92 3.28
C -5.41 -4.90 2.71
N -5.83 -5.99 3.34
C -5.44 -6.14 4.60
C -4.63 -5.24 5.27
H -1.95 -3.38 2.89
H -0.99 -1.76 1.34
H -1.76 1.39 3.89
H -2.89 -0.11 5.53
H -4.33 -3.06 2.70
H -5.72 -4.79 1.67
H -5.78 -7.03 5.11
H -4.32 -5.43 6.29
*
```

The energy above the lowest of the compared OMol25 structures with the same formula, charge and spin comes out at 33.8 kJ/mol. The strongest force on any atom comes out at 0.00584 hartree/bohr. The calculation puts the frontier orbital gap at 6.58 eV.



2.
Density functional theory data (ωB97M-V with the def2-TZVPD basis set) for a structure of composition C33H29Br2CsN11O3S2.

```
! wB97M-V def2-TZVPD RIJCOSX def2/J DEFGRID3
* xyz -1 1
Cs 0.02 -0.02 0.30
C -1.38 1.91 -3.97
C -1.69 1.84 -2.51
N -2.09 0.81 -1.87
N -2.11 -0.37 -2.61
C -2.90 -1.38 -2.15
N -2.40 -2.60 -2.45
S -4.36 -1.15 -1.39
C -1.41 3.02 -1.63
C -2.22 4.14 -1.61
C -1.92 5.15 -0.70
C -0.82 5.01 0.13
C -0.06 3.86 0.01
N -0.34 2.88 -0.85
H -0.32 1.68 -4.14
H -1.57 2.92 -4.34
H -1.98 1.18 -4.52
H -1.17 -0.66 -2.91
H -1.39 -2.68 -2.52
H -2.92 -3.39 -2.10
H -3.08 4.21 -2.26
H -2.55 6.03 -0.63
H -0.57 5.74 0.89
H 0.82 3.70 0.63
C 2.04 -3.11 2.07
C 2.63 -3.13 0.69
C 3.91 -3.69 0.44
C 4.42 -3.65 -0.82
C 3.67 -3.08 -1.88
C 4.11 -2.99 -3.22
Br 5.83 -3.65 -3.72
C 3.31 -2.44 -4.18
C 2.04 -1.96 -3.84
Br 0.95 -1.20 -5.21
C 1.50 -2.00 -2.56
O 0.34 -1.59 -2.24
C 2.39 -2.58 -1.54
N 1.91 -2.61 -0.28
H 2.62 -3.71 2.77
H 1.02 -3.48 2.04
H 2.01 -2.09 2.46
H 4.47 -4.13 1.25
H 5.40 -4.07 -1.03
H 3.65 -2.37 -5.20
O -1.98 2.57 2.34
N -1.22 1.79 2.94
C -0.12 2.32 3.52
C 0.74 1.41 4.19
N 1.44 0.68 4.74
C 0.19 3.70 3.44
N 0.44 4.83 3.38
C 4.84 -0.04 0.89
C 3.74 0.34 1.86
N 3.90 -0.06 3.14
O 2.75 0.95 1.49
H 5.78 -0.27 1.38
H 4.98 0.78 0.19
H 4.51 -0.91 0.32
H 4.71 -0.58 3.42
H 3.16 0.13 3.81
S -5.64 -0.66 5.18
C -4.36 -0.97 3.99
C -4.25 -0.17 2.87
C -3.18 -0.38 2.02
N -2.26 -1.33 2.22
C -2.41 -2.12 3.28
C -3.44 -1.99 4.20
C -4.85 0.54 6.22
C -3.61 1.11 5.98
C -3.13 2.04 6.88
N -3.77 2.43 7.98
C -4.96 1.86 8.21
C -5.54 0.92 7.37
H -4.96 0.63 2.68
H -3.04 0.25 1.15
H -1.64 -2.88 3.43
H -3.50 -2.63 5.06
H -3.03 0.87 5.10
H -2.17 2.51 6.71
H -5.48 2.18 9.10
H -6.51 0.50 7.61
*
```

The energy above the lowest of the compared OMol25 structures with the same formula, charge and spin comes out at 16.7 kJ/mol. The strongest force on any atom comes out at 0.00578 hartree/bohr. The calculation puts the frontier orbital gap at 7.06 eV.



3.
Density functional theory data (ωB97M-V with the def2-TZVPD basis set) for a structure of composition C33H29F3N2.

```
! wB97M-V def2-TZVPD RIJCOSX def2/J DEFGRID3
* xyz 0 1
F 6.18 2.45 -0.88
C 5.49 1.88 0.13
F 6.39 1.56 1.07
F 4.73 2.86 0.65
C 4.67 0.71 -0.32
C 4.46 -0.37 0.53
C 3.67 -1.42 0.12
C 3.06 -1.41 -1.13
C 3.30 -0.34 -1.98
C 4.09 0.72 -1.58
H 4.27 1.55 -2.25
H 2.87 -0.34 -2.98
C 2.08 -2.49 -1.52
N 0.71 -2.15 -1.18
C 0.09 -1.06 -1.93
C -1.14 -0.77 -1.09
H -1.87 -1.57 -1.27
C -0.57 -0.89 0.32
C 0.38 -2.07 0.25
C -0.28 -3.34 0.74
C -0.33 -3.61 2.10
C -0.98 -4.74 2.57
C -1.58 -5.61 1.68
C -1.53 -5.35 0.32
C -0.89 -4.22 -0.15
H -0.84 -4.01 -1.20
H -2.00 -6.03 -0.37
H -2.08 -6.49 2.05
H -1.01 -4.94 3.63
H 0.14 -2.93 2.80
H 1.27 -1.87 0.87
C -1.79 -0.55 1.18
H -2.71 -1.08 0.96
H -1.60 -0.54 2.25
C -1.57 0.85 0.54
C -2.18 2.08 1.10
C -3.50 2.09 1.53
C -4.05 3.28 1.99
C -3.24 4.41 2.01
N -1.98 4.41 1.61
C -1.47 3.27 1.17
H -0.44 3.32 0.86
H -3.62 5.36 2.36
H -5.07 3.33 2.33
H -4.09 1.19 1.49
C -0.07 0.54 0.62
H 0.60 1.01 -0.10
H 0.34 0.64 1.62
C -1.82 0.60 -0.99
C -3.27 0.74 -1.36
C -4.18 -0.31 -1.30
C -5.52 -0.09 -1.57
C -5.97 1.18 -1.90
C -5.07 2.23 -1.97
C -3.73 2.00 -1.70
H -3.04 2.83 -1.74
H -5.41 3.22 -2.22
H -7.02 1.35 -2.12
H -6.22 -0.91 -1.52
H -3.87 -1.31 -1.04
H -1.25 1.36 -1.55
H -0.13 -1.40 -2.94
H 0.73 -0.17 -2.00
H 2.11 -2.66 -2.60
H 2.32 -3.43 -1.01
H 3.53 -2.27 0.78
H 4.93 -0.38 1.50
*
```

The energy above the lowest of the compared OMol25 structures with the same formula, charge and spin comes out at 0.0 kJ/mol. The strongest force on any atom comes out at 0.01162 hartree/bohr. The calculation puts the frontier orbital gap at 9.29 eV.



| no. | total energy (eV) |
| --- | --- |
| 1 | -219531.6105 |
| 2 | -219531.7876 |
| 3 | -45824.8581 |